Computed, not measured: a single C12H21N3O6 molecule, with ωB97M-V/def2-TZVPD.

The geometry in XYZ format:
```
42
Properties=species:S:1:pos:R:3
O 1.53 0.87 2.11
O -1.33 -0.74 -2.06
O 1.50 -1.35 1.76
O 0.58 3.17 0.14
O -0.47 -2.17 -0.55
O -0.89 2.35 -1.37
N 1.26 1.60 -1.31
N 0.88 -0.73 -1.66
N 2.26 -0.01 0.14
C -0.46 3.89 0.79
C 0.84 -1.57 3.01
C 1.72 -0.08 1.41
C -2.63 -1.27 -1.84
C 0.07 -2.88 2.89
C 1.00 0.57 -2.29
C 2.40 1.30 -0.47
C 2.03 -1.05 -0.84
C -0.33 -1.28 -1.34
C 0.20 2.36 -0.86
C -1.17 3.01 1.81
C -2.86 -2.53 -2.66
H -1.83 3.61 2.43
H 1.84 0.54 -2.99
H 0.17 -0.73 3.21
H -0.56 -2.85 2.00
H 0.07 0.82 -2.82
H 0.75 -3.71 2.80
H -2.18 -3.32 -2.33
H -3.31 -0.47 -2.15
H -0.43 2.52 2.44
H -0.56 -3.02 3.77
H -3.89 -2.88 -2.52
H -1.17 4.27 0.04
H -2.70 -2.34 -3.72
H 1.84 -2.00 -0.33
H 0.04 4.73 1.28
H 2.91 -1.12 -1.48
H 1.59 -1.62 3.80
H 3.30 1.30 -1.09
H 2.48 2.05 0.32
H -1.75 2.25 1.30
H -2.76 -1.48 -0.78
```

SMILES string = CCOC(=O)N1CN(C(=O)OCC)CN(C(=O)OCC)C1
spin multiplicity = 1
lowest unoccupied orbital energy = 0.0305 Eh
Kohn-Sham gap = 10.52 eV
energy above the lowest of the compared OMol25 structures with the same formula, charge and spin = 2.1 kcal/mol

Computed, not measured: a molecular structure, C5H6N2, with ωB97M-V/def2-TZVPD.

The geometry in XYZ format:
```
13
Properties=species:S:1:pos:R:3
N 0.07 -0.52 0.81
N 1.15 1.17 -0.28
C -1.16 -0.45 -0.08
C -1.33 1.05 0.25
C 0.14 0.84 0.46
C 1.22 -1.05 0.22
C 1.86 -0.03 -0.39
H -1.61 1.76 -0.52
H -1.96 -1.17 0.11
H 2.77 -0.06 -0.98
H -0.71 -0.65 -1.06
H -1.91 1.22 1.17
H 1.46 -2.11 0.28
```

spin multiplicity = 1
lowest unoccupied orbital energy = 0.0377 Eh
Kohn-Sham gap = 9.97 eV
energy above the lowest of the compared OMol25 structures with the same formula, charge and spin = 48.2 kcal/mol

Computed, not measured: a single C4H9NO2 molecule, with ωB97M-V/def2-TZVPD.

The geometry in XYZ format:
```
16
Properties=species:S:1:pos:R:3
O -0.55 -1.47 0.41
O 1.87 0.75 0.50
N -0.67 0.61 -0.59
C 1.64 -0.46 1.16
C 0.89 -1.51 0.34
C -1.53 1.63 -1.16
C -1.20 -0.45 -0.14
H -1.48 2.53 -0.54
H 1.03 0.98 0.05
H 1.10 -0.33 2.11
H 2.62 -0.87 1.39
H -2.28 -0.65 -0.16
H -1.17 1.89 -2.16
H 1.19 -1.45 -0.71
H -2.59 1.32 -1.23
H 1.11 -2.51 0.72
```

SMILES string = C/N=C/OCCO
spin multiplicity = 1
lowest unoccupied orbital energy = 0.0358 Eh
Kohn-Sham gap = 10.82 eV
energy above the lowest of the compared OMol25 structures with the same formula, charge and spin = 42.0 kcal/mol

Computed, not measured: 2 unconnected molecules or ions with the total composition C35H36N2O3 at a distorted geometry, with ωB97M-V/def2-TZVPD.

The geometry in XYZ format:
```
76
Properties=species:S:1:pos:R:3
O -1.43 -0.27 2.79
O 2.22 2.04 3.10
O -0.76 1.85 3.18
N 0.39 -6.13 7.70
N 1.62 4.21 8.53
C -3.72 -0.71 2.38
C -0.35 -6.65 8.81
C -1.51 -7.41 8.57
C 3.06 4.48 8.39
C -0.61 -3.02 5.93
C 0.54 2.96 6.74
C 2.05 0.84 2.90
C 1.19 2.97 7.99
C 2.59 -1.55 2.75
C 1.46 4.17 10.98
C 0.04 5.67 9.68
C -1.75 -7.74 10.95
C 0.46 0.50 6.77
C -0.59 -7.00 11.19
C 0.84 0.06 3.00
C -0.59 -4.34 6.35
C 1.06 -1.38 2.73
C -0.52 6.16 10.85
C -2.69 0.37 2.54
C -2.20 -7.96 9.65
C -0.47 0.67 3.01
C 0.13 -6.48 10.11
C 1.73 -6.73 7.55
C 0.97 0.56 8.10
C 1.03 4.67 9.75
C 0.30 -4.75 7.37
C 1.46 1.74 8.63
C 1.18 -3.80 7.93
C 3.16 -0.15 2.52
C 0.23 1.77 6.14
C 0.14 -0.69 6.06
C -0.13 5.64 12.09
C 0.85 4.64 12.15
C 0.26 -2.04 6.50
C 1.20 -2.50 7.47
H 3.39 -0.02 1.44
H 1.62 -7.82 7.49
H -4.72 -0.28 2.33
H -1.82 -7.56 7.54
H 4.08 0.08 3.09
H 0.31 3.91 6.26
H 2.90 -1.93 3.73
H -2.94 1.04 3.37
H 1.16 4.22 13.11
H 1.06 -5.93 10.27
H -0.23 -6.83 12.20
H -0.24 6.04 8.69
H -3.09 -8.56 9.46
H -2.31 -8.16 11.80
H -3.70 -1.41 3.22
H -2.59 0.98 1.63
H -1.24 -5.09 5.91
H 1.84 -4.12 8.75
H 0.99 -0.35 8.70
H -0.20 1.81 5.15
H 0.53 -2.01 3.46
H 2.24 3.42 11.01
H 1.98 -1.83 7.83
H -3.55 -1.26 1.45
H 2.37 -6.49 8.41
H 2.19 -6.36 6.63
H -0.58 6.01 13.00
H 3.28 5.48 8.78
H 2.06 1.74 9.55
H 3.33 4.43 7.33
H -1.27 6.95 10.79
H 3.66 3.74 8.94
H 2.93 -2.26 1.99
H -0.33 -0.55 5.08
H -1.30 -2.72 5.15
H 0.69 -1.65 1.73
```

spin multiplicity = 1
lowest unoccupied orbital energy = -0.0896 Eh
Kohn-Sham gap = 4.00 eV
energy above the lowest of the compared OMol25 structures with the same formula, charge and spin = 0.0 kcal/mol

Computed, not measured: a molecular structure, C5H11N, with ωB97M-V/def2-TZVPD.

The geometry in XYZ format:
```
17
Properties=species:S:1:pos:R:3
N 0.71 0.55 0.66
C 1.60 -0.24 -1.52
C -0.37 0.66 1.43
C -1.66 -0.95 0.48
C 0.96 -0.54 -0.19
C -0.19 1.67 0.38
H 2.67 -0.01 -1.45
H -1.72 -1.51 1.42
H 1.11 0.60 -2.03
H 1.42 -1.37 0.35
H -0.56 0.57 2.49
H 1.50 -1.11 -2.18
H -0.43 -0.87 -0.06
H -1.93 -1.65 -0.33
H -2.42 -0.17 0.47
H 0.25 2.66 0.54
H -0.86 1.60 -0.48
```

spin multiplicity = 1
lowest unoccupied orbital energy = 0.0346 Eh
Kohn-Sham gap = 8.47 eV
energy above the lowest of the compared OMol25 structures with the same formula, charge and spin = 130.3 kcal/mol

Computed, not measured: a molecular structure, C34H29N4O9PPmS at a distorted geometry, with ωB97M-V/def2-TZVPD.

The geometry in XYZ format:
```
79
Properties=species:S:1:pos:R:3
Pm -0.29 1.31 -0.90
S 1.33 1.42 1.51
P 0.79 -1.46 -0.64
O -1.66 0.31 -2.38
O -3.47 2.48 -1.55
O 0.74 0.77 -4.05
O -1.33 4.96 -2.97
O -1.00 2.80 -2.48
O -1.65 2.46 0.56
O -1.45 -0.10 0.49
O -1.81 1.31 -4.38
O 1.50 0.59 -1.96
N 0.92 3.36 -0.19
N -1.73 0.55 1.59
N -1.87 1.81 1.66
N 1.16 3.97 2.10
C 0.38 -4.03 0.67
C -3.51 1.80 -2.78
C 2.45 -3.12 -4.62
C -1.89 -0.19 2.77
C -1.89 -1.58 2.69
C -2.19 -1.70 5.07
C -2.04 -2.33 3.84
C 2.41 -3.95 -3.51
C 1.24 0.13 -3.11
C 0.71 4.64 -0.48
C 1.91 -3.47 -2.31
C -2.10 -4.30 -0.53
C -2.01 0.45 4.00
C -2.16 -0.31 5.14
C 0.66 5.62 0.49
C 2.24 -1.54 0.46
C 3.11 -1.75 2.70
C -0.39 -5.15 0.92
C 1.52 -2.15 -2.18
C -1.65 3.90 -2.46
C 2.03 -1.81 -4.52
C 2.04 -1.70 1.83
C 1.11 3.06 1.13
C 3.54 -1.39 -0.02
C -0.09 -3.02 -0.16
C -3.01 3.81 -1.70
C -1.63 -5.30 0.32
C 4.40 -1.60 2.21
C 0.91 5.23 1.80
C -1.34 -3.17 -0.76
C 1.61 -1.31 -3.30
C -2.16 1.16 -3.12
C 4.61 -1.41 0.86
C 0.88 6.22 2.92
H -0.84 1.07 -4.46
H 2.05 -1.15 -5.38
H -4.25 1.00 -2.68
H 3.70 -1.22 -1.08
H 0.43 6.65 0.24
H -2.24 0.17 6.11
H 1.03 -1.77 2.21
H 1.84 -4.14 -1.46
H -0.10 6.69 2.96
H -3.76 4.44 -2.20
H -2.31 -2.29 5.96
H -3.06 -4.42 -1.01
H 0.59 4.89 -1.53
H -2.23 -6.18 0.52
H 2.94 -1.89 3.76
H -0.02 -5.93 1.58
H -1.72 -2.37 -1.39
H -2.03 -3.40 3.78
H -3.81 2.48 -3.60
H 5.24 -1.63 2.89
H -1.97 1.53 4.04
H 1.62 7.00 2.75
H 1.08 5.72 3.86
H 1.36 -3.95 1.12
H 2.81 -3.51 -5.57
H 5.61 -1.27 0.48
H -2.83 4.18 -0.68
H -1.76 -2.04 1.72
H 2.75 -4.97 -3.58
```

spin multiplicity = 5
expectation value of S² = 6.00
lowest unoccupied orbital energy (alpha / beta) = 0.0916 / 0.0916 Eh
total charge = -1
Kohn-Sham gap (alpha / beta) = 7.30 / 7.31 eV